Record 1
Molecular formula: C4H8N2O
Method: DFT, the ωB97M-V functional and the def2-TZVPD basis

Structure (XYZ):
```
15
Properties=species:S:1:pos:R:3:lowdin_charge:R:1
H -0.35198 -1.02294 2.09539 0.0735
N 0.45153 -0.60146 1.61333 0.1845
C 0.05917 -0.51693 0.40945 -0.3953
N -1.25242 -0.90165 0.03671 -0.0566
C -2.20319 0.21526 0.01258 -0.1027
C 0.97540 0.03115 -0.67540 -0.3751
C 2.34190 0.53643 -0.29158 -0.0202
O 0.55671 0.05916 -1.81555 0.0864
H -1.23192 -1.33604 -0.87841 0.1081
H -2.08243 0.84856 -0.87624 0.0792
H -2.06029 0.83581 0.90269 0.0837
H -3.22318 -0.17824 0.03807 0.0767
H 2.83881 -0.14547 0.40232 0.0801
H 2.93737 0.67707 -1.19674 0.0846
H 2.24451 1.49930 0.22339 0.0932
```

Summary:
**Energy above the lowest of the compared OMol25 structures with the same formula, charge and spin**: 36.9 kcal per mole
**Molar mass**: 100.121 g/mol
**E**: -341.9449 hartree
**Kohn-Sham gap**: 0.3595 Ha
**Structure (SMILES)**: [H]/N=C(\NC)C(C)=O
**Total charge**: 0
**Highest occupied orbital energy**: -9.62 eV


Record 2
Molecular formula: C16H48O8
Method: DFT, the ωB97M-V functional and the def2-TZVPD basis

Structure (XYZ):
```
72
Properties=species:S:1:pos:R:3:lowdin_charge:R:1
C 9.42550 9.58283 7.45632 -0.0425
C 10.67747 9.58398 6.65592 -0.4942
C 11.90075 9.95661 7.40824 -0.0816
O 10.90181 8.28969 5.98611 -0.0712
H 9.50356 8.91732 8.29576 0.0733
H 8.66839 9.36579 6.71894 0.0864
H 9.25362 10.61598 7.82492 0.0644
H 10.60136 10.18612 5.73251 0.1403
H 12.78322 9.81467 6.74844 0.0952
H 12.10569 9.24365 8.22605 0.0936
H 11.93133 11.01396 7.64775 0.0685
H 11.27884 7.70018 6.66286 0.0841
C 15.12887 10.95460 9.39794 -0.0306
C 14.01947 11.83944 10.03003 -0.5034
C 13.55720 11.24641 11.38145 -0.0515
O 14.38087 13.17200 10.23789 -0.0419
H 15.78552 10.66861 10.21107 0.0726
H 15.56935 11.60708 8.69162 0.0606
H 14.72010 10.04181 8.92812 0.0791
H 13.16173 11.80067 9.35432 0.1016
H 13.11798 10.24165 11.33689 0.0642
H 12.78943 11.95738 11.70565 0.0492
H 14.35946 11.23633 12.13925 0.0869
H 13.56913 13.68920 10.39629 0.0866
C 9.44885 14.73400 7.52442 -0.0652
C 8.47861 14.64949 6.33015 -0.4946
C 8.29976 13.20378 5.94328 -0.0589
O 7.26703 15.35863 6.64700 -0.0633
H 10.38649 14.20849 7.25779 0.0858
H 8.95204 14.28505 8.41280 0.0624
H 9.69541 15.78172 7.74430 0.0774
H 8.90269 15.19658 5.47092 0.1405
H 7.38423 13.22055 5.34406 0.0854
H 8.02107 12.67259 6.86469 0.0687
H 9.07339 12.70527 5.40198 0.0707
H 6.89135 14.92815 7.45834 0.0776
C 9.61430 7.06746 12.99955 -0.0405
C 10.54483 7.88392 12.01259 -0.4805
C 11.87271 7.13681 11.78326 -0.0516
O 9.89819 8.01802 10.77110 -0.0558
H 10.12570 6.79159 13.92402 0.0694
H 9.23529 6.20222 12.44618 0.0803
H 8.83926 7.79122 13.23144 0.0506
H 10.78112 8.90385 12.41213 0.1387
H 12.43064 7.03695 12.68672 0.0665
H 12.42053 7.83960 11.19637 0.0461
H 11.69648 6.19843 11.28453 0.0804
H 9.45714 8.83715 10.77464 -0.0075
C 10.39423 14.89598 11.52102 -0.1151
O 11.52397 14.17345 12.08275 -0.1541
H 10.75800 15.73562 10.96578 0.0695
H 9.99559 14.21198 10.77636 0.0489
H 9.66925 15.19705 12.26732 0.0782
H 12.02795 14.73310 12.71309 0.0959
C 5.23947 13.00186 8.67994 -0.1644
O 6.45966 13.03542 9.37056 -0.1256
H 4.96025 11.95760 8.46399 0.0824
H 4.38728 13.41366 9.31552 0.1020
H 5.22717 13.57495 7.76931 0.0612
H 6.36192 12.89734 10.30863 0.0490
C 7.36728 11.45075 13.64925 -0.1118
O 6.83484 11.54717 12.32044 -0.1330
H 7.86460 10.47625 13.82494 0.0866
H 8.01463 12.27138 13.79917 0.0670
H 6.63271 11.50584 14.48016 0.0887
H 6.17719 10.87114 12.14087 0.0975
C 9.86848 11.41023 10.21768 -0.1054
O 8.97193 10.48504 10.83240 -0.1336
H 10.17595 12.08535 10.99921 0.0649
H 10.69192 10.87092 9.77241 0.0630
H 9.41422 11.95973 9.37653 0.0694
H 8.20968 10.98524 11.15548 0.0463
```

Summary:
**Energy above the lowest of the compared OMol25 structures with the same formula, charge and spin**: 66.1 kcal per mole
**Molar mass**: 368.552 g/mol
**E**: -1240.2028 hartree
**Kohn-Sham gap**: 0.3588 Ha
**Structure (SMILES)**: CC(C)O.CC(C)O.CC(C)O.CC(C)O.CO.CO.CO.CO
**Total charge**: 0
**Highest occupied orbital energy**: -9.59 eV


Record 3
Molecular formula: CH3NO
Method: DFT, the ωB97M-V functional and the def2-TZVPD basis

Structure (XYZ):
```
6
Properties=species:S:1:pos:R:3:lowdin_charge:R:1
N -0.03379 -0.75637 0.10479 0.0885
C -0.67185 0.43695 0.20111 -0.3892
O 0.02279 1.44751 0.42269 -0.0395
H -0.59267 -1.55908 -0.20080 0.0973
H 1.00911 -0.78074 0.04260 0.1319
H -1.73474 0.50514 0.15577 0.1110
```

Summary:
**Energy above the lowest of the compared OMol25 structures with the same formula, charge and spin**: 4.5 kcal per mole
**Molar mass**: 45.041 g/mol
**E**: -169.9004 hartree
**Kohn-Sham gap**: 0.4008 Ha
**Structure (SMILES)**: NC=O
**Total charge**: 0
**Highest occupied orbital energy**: -9.97 eV


Record 4
Molecular formula: C31H61Cl2F6N6O5SbSi2Sr
Method: DFT, the ωB97M-V functional and the def2-TZVPD basis

Structure (XYZ):
```
115
Properties=species:S:1:pos:R:3:lowdin_charge:R:1
Sr -0.19242 0.25482 1.27198 1.3880
N -1.98405 -4.49105 0.38995 0.0501
C -2.13721 -3.17475 0.53569 -0.1506
N -0.95686 -2.58269 0.53728 0.1100
C -0.09258 -3.63775 0.38635 -0.3091
N -0.68385 -4.80824 0.29495 0.1393
C 1.38153 -3.56086 0.39667 -0.2170
C 2.12152 -4.60181 0.95577 -0.0517
N 3.44616 -4.57933 0.99531 0.1109
C 4.03630 -3.50749 0.47933 -0.0968
C 3.30477 -2.47408 -0.08583 -0.1207
N 1.97699 -2.49677 -0.13422 0.1077
H -2.69020 -5.20814 0.36801 0.1670
H -3.09879 -2.70416 0.64241 0.1058
H 1.61757 -5.45958 1.38202 0.1212
H 5.11786 -3.46364 0.51295 0.1143
H 3.81086 -1.61225 -0.50869 0.0913
Cl 2.93611 1.06990 0.65712 0.5529
C 2.62880 2.76757 1.15414 -0.9207
Cl 1.08201 3.34078 0.53967 0.6255
H 3.43273 3.36497 0.74444 0.0380
H 2.60169 2.76643 2.23681 0.0324
F 1.16521 -1.41164 2.32577 -0.4654
Sb 1.09825 -0.62950 4.09953 1.4013
F 0.96113 1.10792 3.17608 -0.4795
F -0.78347 -0.69183 3.75193 -0.3678
F 0.97410 0.25090 5.72922 -0.3040
F 1.17049 -2.33639 4.83628 -0.3149
F 2.95486 -0.45128 3.98272 -0.3297
O 0.45921 -0.51425 -1.08871 -0.0301
N 0.78251 0.09834 -1.98483 0.1872
C -2.72652 4.66207 -0.28311 -0.0208
C -4.03991 3.90216 -0.14246 -0.6226
C -5.16781 4.85492 0.22482 -0.0204
C -4.36423 3.14589 -1.42360 -0.0245
O -3.97271 2.93710 0.92391 -0.1059
Si -2.67383 2.08700 1.44049 -0.0639
O -1.75250 1.52325 0.24513 -0.5256
O -1.65136 2.89245 2.45143 -0.1415
C -1.97844 3.53006 3.72113 -0.6110
C -1.32231 2.70668 4.81703 -0.0258
C -1.36548 4.92210 3.65106 -0.0219
C -3.47741 3.63422 3.96835 -0.0219
O -3.20348 0.82999 2.38880 -0.1199
C -4.30995 -0.04876 2.12478 -0.6235
C -5.60470 0.62718 2.56646 -0.0180
C -4.05179 -1.27874 2.98503 -0.0248
C -4.38820 -0.39012 0.63932 -0.0357
H -2.81835 5.41913 -1.06479 0.0981
H -1.91493 3.98164 -0.54760 0.0514
H -2.46900 5.16429 0.64993 0.0807
H -5.35646 5.56423 -0.58297 0.0916
H -4.91552 5.41724 1.12477 0.0850
H -6.08277 4.29275 0.41412 0.0909
H -4.42438 3.82625 -2.27656 0.0948
H -5.32195 2.63088 -1.32835 0.0933
H -3.58645 2.40495 -1.61234 0.0452
H -0.24171 2.67489 4.68399 0.0715
H -1.70609 1.68507 4.80476 0.0839
H -1.53524 3.13897 5.79653 0.0974
H -0.29743 4.85149 3.44006 0.0823
H -1.49754 5.45015 4.59693 0.0932
H -1.83820 5.51131 2.86391 0.0760
H -3.93819 2.64968 4.03558 0.0759
H -3.97647 4.20311 3.18390 0.0792
H -3.63952 4.14808 4.91722 0.0986
H -5.58604 0.80907 3.64174 0.0907
H -6.46453 -0.00722 2.34243 0.0929
H -5.72863 1.57934 2.05134 0.0807
H -3.95332 -0.97562 4.02708 0.0971
H -3.11714 -1.76985 2.71070 0.0582
H -4.87533 -1.99253 2.90868 0.0947
H -4.66847 0.48797 0.05563 0.0778
H -5.14400 -1.16197 0.46895 0.0980
H -3.42581 -0.73525 0.25572 0.0540
C -1.59918 -1.99023 -2.99173 -0.0754
C -1.68325 -0.67507 -3.78303 -0.5856
C -2.73300 0.20352 -3.08525 -0.0830
C -2.16532 -0.98407 -5.21936 -0.0677
Si -0.03486 0.22471 -4.00429 0.9402
C 1.38723 -0.69877 -4.83325 -0.5995
C 1.26030 -2.21890 -4.63981 -0.0839
C 2.77874 -0.28346 -4.31330 -0.0792
C 1.31483 -0.37816 -6.34126 -0.0670
C -0.03292 2.10170 -4.02339 -0.5936
C -0.73469 2.71156 -2.79085 -0.0902
C 1.39778 2.65831 -4.08868 -0.0801
C -0.79229 2.54409 -5.29280 -0.0648
H -2.59744 -2.43756 -2.98799 0.1000
H -1.32705 -1.83425 -1.94678 0.0481
H -0.91800 -2.72367 -3.41616 0.0649
H -3.64853 -0.38542 -2.98040 0.1017
H -2.98953 1.09364 -3.65982 0.0764
H -2.42722 0.51278 -2.08208 0.0599
H -3.16960 -1.41101 -5.15210 0.1021
H -1.53558 -1.71235 -5.73080 0.0730
H -2.24038 -0.09200 -5.84653 0.0814
H 1.30250 -2.51142 -3.58709 0.0808
H 2.10372 -2.69993 -5.14056 0.0973
H 0.35020 -2.63122 -5.07299 0.0708
H 2.85666 -0.25379 -3.22335 0.0643
H 3.09456 0.68654 -4.68823 0.0706
H 3.50710 -1.02014 -4.65935 0.0966
H 0.36488 -0.66502 -6.79621 0.0814
H 2.10120 -0.94199 -6.85013 0.1023
H 1.49179 0.67893 -6.54534 0.0736
H -0.48669 2.24921 -1.83038 0.0313
H -1.81778 2.68464 -2.87451 0.0582
H -0.44138 3.76170 -2.71847 0.0982
H 2.02030 2.33258 -3.25211 0.0813
H 1.34333 3.74846 -4.04293 0.0975
H 1.90513 2.39900 -5.01763 0.0716
H -1.82163 2.18070 -5.31218 0.0725
H -0.29749 2.23345 -6.21468 0.0806
H -0.83885 3.63632 -5.29837 0.1035
```

Summary:
**Energy above the lowest of the compared OMol25 structures with the same formula, charge and spin**: 30.5 kcal per mole
**Molar mass**: 1048.312 g/mol
**E**: -4292.2879 hartree
**Kohn-Sham gap (spin up / spin down)**: 0.2250 / 0.2319 Ha
**Spin multiplicity**: 2
**<S²>**: 0.753
**Total charge**: +1
**Highest occupied orbital energy (spin up / spin down)**: -11.61 / -11.61 eV